Record 1
# C7H10FNO

C7H10FNO in the gas phase (wB97M-V/def2-TZVPD, the Open Molecules 2025 dataset).

ORCA input file:
```
! wB97M-V def2-TZVPD RIJCOSX def2/J DEFGRID3
* xyz 0 1
H -2.4595 -1.1368 0.5385
C 1.0868 -1.2090 -0.2218
C -1.1165 -0.1688 -0.8760
H 1.0874 1.9145 1.0972
H 3.1276 -0.9644 1.1015
H 3.0858 0.6950 1.6805
H 1.6715 -2.1492 -0.1525
H -0.6287 -2.2665 -0.8776
H -1.1765 2.8455 0.6164
C -0.1863 -1.3240 -0.6900
H -3.2378 -0.8925 -0.9387
F 2.4712 0.5858 -0.9954
C 0.7099 1.1043 0.4291
H -2.8803 0.4361 0.0442
N 2.5580 -0.1597 1.3000
O -1.4997 2.0205 0.0166
C -0.5455 1.0538 -0.1240
H -1.2323 0.0921 -1.8957
C 1.6684 0.0324 0.2545
C -2.5035 -0.5093 -0.3069
*
```

- energy relative to the best compared isomer or geometry (same formula, charge and spin) (kcal/mol) = 6.81
- structure (SMILES) = C[C@@H]1C=C[C@@](N)(F)C=C1O
- total energy (Ha) = -502.53766
- E_LUMO (eV) = 0.66

=====

Record 2
# C5H6O

C5H6O in the gas phase (wB97M-V/def2-TZVPD, the Open Molecules 2025 dataset).

ORCA input file:
```
! wB97M-V def2-TZVPD RIJCOSX def2/J DEFGRID3
* xyz 0 1
C 0.1291 -0.9721 -0.6773
H 1.5640 -0.5979 1.0307
H 0.0835 0.5880 -2.2965
H -0.9200 2.2381 -0.5109
H -0.3302 1.2900 1.8954
C -0.1451 0.7858 0.9525
H 0.8457 -1.6118 -1.1985
C -0.1165 0.3305 -1.2579
C 0.4501 -0.5726 0.9631
C -0.5135 1.2526 -0.3078
O -0.2689 -1.2137 1.8267
H -0.7946 -1.5101 -0.4663
*
```

- energy relative to the best compared isomer or geometry (same formula, charge and spin) (kcal/mol) = 77.51
- total energy (Ha) = -269.22272
- E_LUMO (eV) = -1.10